{
  "formula": "C3H6N2O2",
  "method": "ωB97M-V/def2-TZVPD",
  "symbols": ["N", "C", "O", "C", "O", "C", "N", "H", "H", "H", "H", "H", "H"],
  "xyz": [[1.088362, 0.734653, 1.037600], [0.277080, 1.342413, 0.136564], [0.520479, 2.410653, -0.393121], [-1.000693, 0.587380, -0.228951], [-1.242569, -0.590499, 0.544086], [-0.697906, -1.797617, 0.295064], [0.159861, -1.802516, -0.728875], [1.893940, 1.251130, 1.356265], [0.784220, -0.078073, 1.551247], [-0.998157, 0.389045, -1.308139], [-1.843980, 1.251886, -0.030844], [0.596729, -2.685424, -0.939121], [0.462633, -1.013031, -1.291774]],
  "forces_ev_per_angstrom": [[-0.0236, 0.1647, 0.0059], [0.0302, 0.0330, -0.0196], [-0.0358, -0.3074, 0.1022], [-0.0050, 0.1014, -0.1534], [0.0365, -0.2306, 0.0681], [0.1776, 0.2804, -0.3342], [-0.0961, -0.0996, 0.1237], [-0.1023, -0.0812, -0.0174], [0.0194, 0.1376, -0.0688], [0.0052, 0.0285, 0.1663], [0.1408, -0.0679, 0.0019], [-0.0732, 0.1017, 0.0246], [-0.0736, -0.0607, 0.1008]],
  "e_homo_ev": -9.026,
  "homo_lumo_gap_ev": 9.7888,
  "multiplicity": 1
}

{
  "formula": "C50H48BrN6OS3SeSiTl",
  "method": "ωB97M-V/def2-TZVPD",
  "symbols": ["Tl", "S", "C", "C", "C", "C", "C", "C", "S", "H", "H", "H", "H", "N", "C", "C", "C", "C", "C", "C", "S", "N", "C", "C", "C", "C", "C", "C", "N", "H", "H", "H", "H", "H", "H", "H", "H", "H", "C", "N", "C", "C", "N", "C", "C", "Se", "H", "H", "H", "H", "H", "H", "H", "H", "C", "C", "C", "C", "C", "C", "C", "O", "C", "C", "C", "H", "H", "H", "H", "H", "H", "H", "H", "H", "H", "H", "H", "Br", "C", "C", "C", "C", "N", "C", "H", "H", "H", "H", "C", "C", "C", "C", "C", "C", "Si", "C", "C", "C", "C", "C", "C", "H", "H", "H", "H", "H", "H", "H", "H", "H", "H", "H"],
  "xyz": [[-0.511164, 0.175706, 1.756625], [-2.323875, -0.387668, -0.663223], [-2.555968, 0.888139, -1.839249], [-3.801287, 1.148051, -2.286987], [-4.107392, 2.251907, -3.178467], [-3.184745, 3.129257, -3.574091], [-1.746104, 2.962007, -3.221659], [-1.403681, 1.712326, -2.340104], [-0.255194, 2.100922, -0.955393], [-4.620123, 0.536455, -1.930417], [-5.138125, 2.370830, -3.491879], [-3.441798, 3.978874, -4.197301], [-1.322979, 3.887209, -2.822314], [3.236853, 1.108129, 4.327622], [3.342434, 2.509431, 4.398566], [3.621024, 3.114829, 5.613113], [3.766095, 4.493358, 5.697135], [3.615759, 5.275259, 4.566826], [3.315680, 4.674603, 3.349421], [3.188635, 3.300952, 3.265245], [2.806832, 2.536955, 1.703984], [2.383037, 0.968814, 2.126765], [2.659957, 0.458073, 3.260117], [2.452136, -1.004702, 3.437434], [3.400336, -1.736849, 4.151743], [3.271237, -3.112093, 4.226122], [2.196615, -3.715846, 3.596762], [1.289301, -2.907909, 2.931698], [1.404849, -1.587524, 2.846709], [3.142012, 0.650930, 5.219804], [3.733795, 2.497124, 6.496743], [4.000067, 4.946600, 6.650730], [3.737881, 6.348436, 4.622037], [3.188957, 5.273130, 2.455469], [4.249795, -1.243886, 4.603514], [4.008237, -3.702790, 4.753487], [2.070001, -4.789199, 3.603242], [0.436171, -3.339729, 2.421271], [-3.179025, 0.448574, 4.954874], [-2.791657, 1.468762, 4.008616], [-3.532882, 1.837850, 2.901410], [-2.849762, 2.808044, 2.264524], [-1.689089, 3.030922, 2.979793], [-0.667395, 3.992412, 2.628564], [-1.644516, 2.188807, 4.041200], [-0.283535, 2.028512, 5.254739], [-4.036092, 0.782454, 5.540555], [-2.341738, 0.266316, 5.623974], [-3.432231, -0.463695, 4.420237], [-4.477386, 1.378663, 2.672219], [-3.086360, 3.358051, 1.371433], [-1.087602, 4.998722, 2.624280], [-0.247005, 3.760537, 1.651107], [0.116935, 3.941699, 3.380281], [-0.178596, 4.340629, -5.823037], [0.227877, 3.191470, -4.952204], [-0.886781, 2.375146, -4.380861], [-0.493760, 1.166245, -3.499318], [-0.885564, -0.151660, -4.154222], [0.932736, 1.205814, -3.009983], [1.004783, 0.835387, -1.568338], [0.756023, -0.464335, -1.182787], [1.868775, 1.948215, -3.615315], [3.297784, 2.030849, -3.153806], [1.497387, 2.883812, -4.679155], [-0.705036, 3.982092, -6.711129], [0.681879, 4.931004, -6.134530], [-0.866794, 4.989500, -5.274555], [-1.534607, 2.058625, -5.203582], [-1.894598, -0.067189, -4.563434], [-0.875883, -0.985444, -3.456659], [-0.185147, -0.377147, -4.959861], [1.933692, 1.153791, -1.095680], [3.479946, 2.971214, -2.624224], [3.963628, 2.001540, -4.017929], [3.565277, 1.209822, -2.491643], [2.305126, 3.459020, -5.121180], [-1.491510, -4.673574, 5.879837], [-2.091505, -3.867170, 4.272353], [-2.906232, -4.564120, 3.394347], [-3.308327, -3.923989, 2.235236], [-2.874369, -2.626330, 1.998618], [-2.095172, -1.964870, 2.851559], [-1.708797, -2.573005, 3.970571], [-3.221422, -5.575774, 3.610956], [-3.937679, -4.427623, 1.516264], [-3.167381, -2.094224, 1.102512], [-1.081627, -1.999818, 4.645570], [3.456048, -3.257921, -4.671205], [3.745342, -2.475141, -3.563204], [2.720823, -2.053439, -2.729392], [1.391696, -2.404248, -2.976441], [1.122540, -3.188178, -4.098023], [2.140663, -3.604592, -4.943558], [0.089676, -1.962176, -1.662844], [-1.167562, -3.367100, -2.083338], [-2.280356, -3.299035, -2.921269], [-3.079155, -4.409208, -3.157899], [-2.779298, -5.628281, -2.565015], [-1.663428, -5.725470, -1.746662], [-0.873876, -4.607366, -1.517045], [4.254889, -3.610794, -5.311331], [4.771623, -2.202675, -3.348900], [2.952394, -1.457134, -1.853400], [0.102749, -3.490067, -4.305245], [1.907466, -4.209561, -5.811112], [0.472636, -2.496403, -0.331097], [-2.546146, -2.357795, -3.386525], [-3.937138, -4.319409, -3.813124], [-3.403966, -6.495865, -2.738924], [-1.400257, -6.671430, -1.286950], [0.002537, -4.701379, -0.880739]],
  "forces_ev_per_angstrom": [[-0.1153, 0.1920, -0.4826], [0.3709, -0.6348, -0.2169], [-0.5668, -0.1622, 0.0005], [0.1875, -0.0774, 0.0581], [-0.0199, 0.2240, -0.1457], [-0.0411, 0.0917, -0.0046], [-0.0863, 0.0455, -0.0628], [0.2402, 0.1951, 0.3344], [0.1977, -0.3640, -0.1552], [0.0158, -0.0135, 0.0090], [-0.0051, 0.0528, -0.0021], [-0.0591, -0.0066, -0.0143], [0.0186, -0.0083, 0.0041], [0.1582, -0.0644, 0.0044], [0.0537, 0.2650, 0.0859], [0.0091, -0.0662, -0.0459], [-0.0025, -0.0476, 0.0222], [0.0499, 0.0783, -0.0494], [-0.0223, -0.0262, 0.0726], [-0.1655, -0.2264, -0.2115], [0.0379, 0.2390, 0.0980], [0.0643, -0.3594, -0.0263], [-0.1986, 0.3058, -0.1736], [0.0254, -0.4891, 0.2066], [-0.0438, 0.0986, -0.0222], [-0.0896, -0.0724, -0.0356], [0.0824, -0.0365, 0.0505], [-0.0143, 0.0146, -0.1633], [0.3143, 0.1821, 0.0554], [-0.0514, -0.0362, -0.0032], [-0.0081, 0.0139, 0.0229], [-0.0210, 0.0132, 0.0021], [-0.0208, 0.0042, 0.0085], [-0.0208, 0.0307, 0.0076], [0.0018, 0.0386, -0.0200], [0.0058, -0.0044, 0.0032], [-0.0475, 0.0002, 0.0319], [-0.0072, -0.0192, -0.0243], [-0.1322, -0.0844, 0.1641], [0.1474, 0.2212, -0.3899], [-0.1202, 0.0660, -0.0461], [-0.1532, 0.0302, -0.0447], [-0.2633, -0.2919, 0.1027], [0.1666, 0.2117, -0.0006], [-0.0090, 0.1045, 0.1259], [0.3600, -0.1113, 0.3023], [0.0186, 0.0277, -0.0079], [0.0185, 0.0202, -0.0276], [-0.0204, 0.0172, -0.0016], [0.0152, -0.0149, -0.0465], [0.0298, -0.0364, -0.0390], [-0.0428, -0.0428, -0.0297], [-0.0129, -0.0426, -0.0462], [0.0045, -0.0368, -0.0100], [0.0637, -0.1429, 0.0064], [0.0162, 0.0663, -0.0922], [0.1994, 0.0381, 0.1808], [-0.0594, -0.0879, -0.2096], [0.0071, 0.3573, 0.0416], [-0.0679, 0.2427, -0.2006], [-0.1320, 0.1523, 0.1997], [-0.5059, 0.3114, -0.0312], [0.0846, -0.4456, 0.0238], [-0.1256, 0.0134, 0.1352], [-0.0852, 0.1058, -0.0525], [-0.0333, 0.0617, -0.0212], [-0.0090, 0.0103, -0.0286], [-0.0213, 0.0379, -0.0472], [-0.0175, -0.0297, 0.0253], [-0.0314, -0.1131, 0.0531], [-0.1124, -0.0796, -0.0579], [-0.0080, -0.0528, 0.0035], [0.0574, -0.0410, -0.0121], [0.0430, 0.0253, -0.0357], [0.0327, 0.0117, 0.0100], [0.0188, -0.0165, -0.0263], [-0.0402, 0.0349, -0.0632], [-0.0222, 0.0736, -0.1212], [0.0191, -0.0931, 0.1073], [-0.0159, 0.0153, -0.0097], [0.0871, -0.0171, 0.0101], [-0.0877, -0.0753, 0.0043], [-0.0138, -0.0832, -0.0039], [-0.0282, 0.0482, 0.0664], [0.0329, -0.0015, 0.0327], [-0.0197, 0.0062, -0.0464], [0.0039, 0.0307, -0.1019], [0.0333, -0.0403, 0.0104], [-0.0016, -0.0260, -0.0317], [0.0544, 0.0041, -0.0069], [0.0411, 0.0491, -0.0212], [-0.0364, -0.0130, 0.2289], [0.0283, 0.0482, 0.0250], [-0.0072, -0.0086, -0.0660], [1.0036, -0.4780, 0.8555], [-0.6537, 0.7100, -0.1802], [-0.0421, 0.0716, 0.0863], [-0.0162, -0.0387, -0.0770], [0.0211, 0.0078, 0.0108], [0.0085, 0.0013, -0.0374], [0.2761, 0.1712, 0.2015], [0.0000, 0.0423, -0.0378], [0.0025, 0.0004, 0.0265], [0.0235, 0.0107, -0.0372], [0.0038, -0.0206, -0.0396], [0.0093, -0.0158, -0.0004], [-0.0481, -0.3004, 0.0784], [-0.0650, 0.0292, 0.0418], [-0.0168, -0.0114, 0.0215], [-0.0039, 0.0220, -0.0262], [-0.0224, 0.0226, -0.0136], [-0.0547, -0.0099, 0.0264]],
  "e_homo_ev": -6.468,
  "homo_lumo_gap_ev": 6.4897,
  "multiplicity": 1
}

LUMO per entry: 0.028 0.001 Eh
E per entry: -377.8646 -8969.8794 Eh
Energy relative to the best compared isomer or geometry (same formula, charge and spin) per entry: 248.72 282.12 kJ/mol